--- a ---
Below is CH3I2O2P as an isolated structure, with properties calculated with ωB97M-V/def2-TZVPD.

Structure (XYZ):
```
9
Properties=species:S:1:pos:R:3
C -1.4087 -0.0167 0.1942
O 0.5112 0.3472 -1.8706
O 1.1024 0.9649 0.6786
P 0.3664 -0.0103 -0.4723
I 3.0324 1.3279 0.4815
I 1.9432 -2.3724 0.5250
H -1.8973 0.6410 -0.4356
H -1.7855 -0.9893 -0.2264
H -1.8640 0.1077 1.1256
```

* HOMO: -9.2841 eV
* orbital gap: 7.5 eV

Here are the natural (NBO) charges for atoms 1 to 6, given in e: -0.962, -1.006, -1.000, 2.001, 0.512, -0.319

***

--- b ---
Below is a 2-piece molecular cluster, CH3I2O2P overall, with properties calculated with ωB97M-V/def2-TZVPD.

Structure (XYZ):
```
9
Properties=species:S:1:pos:R:3
C 0.2586 0.3541 0.3484
O -1.2323 3.5887 1.4751
O -0.0461 1.6960 0.5863
P -1.4598 2.1829 1.2176
I -0.5082 0.8615 4.3124
I 2.1662 0.6321 4.8384
H 1.1170 -0.0238 1.0096
H 0.4164 0.3824 -0.8276
H -0.5756 -0.1376 0.6166
```

* HOMO: -9.6919 eV
* SMILES string: COP=O.II
* orbital gap: 7.4 eV

Here are the natural (NBO) charges for atoms 1 to 6, given in e: -0.247, -1.015, -0.823, 1.510, -0.001, 0.019

***

Winner for stability: b

***

--- a ---
Below is one molecule with the formula C19H28N2O3S2, with properties calculated with ωB97M-V/def2-TZVPD.

Structure (XYZ):
```
54
Properties=species:S:1:pos:R:3
C -2.9757 2.6716 1.1984
S -2.6107 0.9304 1.5013
C -0.8346 0.9130 1.1501
C -0.5450 1.5779 -0.1880
O -0.0766 2.7053 -0.2274
N -0.8636 0.9067 -1.3166
C -1.4530 -0.4169 -1.4586
C -2.3705 -0.2397 -2.6635
C -3.7198 0.4077 -2.2871
S -3.8664 2.0039 -3.1518
C -2.5940 1.5513 -4.3537
C -1.5734 0.7127 -3.5887
C -0.6607 -0.0577 -4.5383
C -0.7523 1.5784 -2.6088
C 0.0595 1.4404 2.3009
N 0.5708 0.0827 2.4703
C 1.2772 -0.3705 3.5222
O 1.6482 0.3812 4.4107
C 1.6509 -1.8504 3.5727
C 3.1716 -1.9947 3.6121
C 3.4691 -1.9837 2.1320
C 3.9406 -0.7264 1.4618
C 4.8346 -1.9408 1.5379
C 2.3398 -2.7904 1.5434
O 1.2255 -2.5785 2.4201
C -0.2305 -0.4974 1.3957
H -4.0089 2.8267 1.5036
H -2.3264 3.3103 1.7946
H -2.8696 2.9230 0.1437
H -0.6805 -1.1662 -1.6667
H -1.9927 -0.7145 -0.5626
H -2.5487 -1.1934 -3.1628
H -4.5478 -0.2411 -2.5684
H -3.7863 0.5981 -1.2161
H -3.0265 0.9751 -5.1741
H -2.1561 2.4608 -4.7664
H -0.0708 0.6271 -5.1503
H 0.0378 -0.6886 -3.9842
H -1.2412 -0.6979 -5.2052
H -1.1471 2.5899 -2.5155
H 0.2930 1.6545 -2.9199
H 0.8116 2.1621 1.9877
H -0.4809 1.8110 3.1717
H 1.1602 -2.2768 4.4489
H 3.6413 -1.1870 4.1687
H 3.4454 -2.9529 4.0596
H 3.5142 -0.4742 0.4991
H 4.1770 0.1212 2.0913
H 5.6791 -1.9087 2.2131
H 5.0087 -2.4964 0.6254
H 2.0727 -2.4724 0.5314
H 2.5695 -3.8606 1.5238
H -0.9452 -1.2551 1.7176
H 0.3569 -0.8901 0.5650
```

* HOMO: -8.6866 eV
* SMILES string: CSC1(C(=O)N2C[C@H]3CSC[C@@]3(C)C2)CN(C(=O)[C@@H]2CC3(CC3)CO2)C1
* orbital gap: 9.1 eV

Here are the natural (NBO) charges for atoms 1 to 6, given in e: -0.750, 0.226, -0.268, 0.680, -0.627, -0.443

***

--- b ---
Below is one molecule with the formula C19H28N2O3S2, with properties calculated with ωB97M-V/def2-TZVPD.

Structure (XYZ):
```
54
Properties=species:S:1:pos:R:3
C -2.2998 3.1203 0.5947
S -1.9443 1.3561 0.6765
C -0.1544 1.3729 0.4035
C 0.1891 1.9896 -0.9468
O 0.4991 3.1687 -1.0020
N 0.1623 1.1886 -2.0407
C -0.4776 -0.1122 -2.1537
C -1.3770 -0.0043 -3.3976
C -2.8372 0.3135 -3.0529
S -2.9561 2.1166 -2.9549
C -1.9083 2.2139 -4.4206
C -0.7881 1.1726 -4.2410
C -0.2724 0.7199 -5.6035
C 0.3600 1.7344 -3.3735
C 0.6629 1.9750 1.5728
N 1.0660 0.6167 1.9278
C 2.0019 0.2702 2.8453
O 2.5362 1.1163 3.5331
C 2.2939 -1.2286 2.9950
C 1.0364 -2.1218 2.9256
C 1.2824 -3.0942 4.0558
C 0.3147 -4.1530 4.4631
C 1.6205 -4.5304 3.8000
C 2.0750 -2.2762 5.0414
O 2.9394 -1.4943 4.2259
C 0.4549 -0.0071 0.7576
H -3.3581 3.2320 0.8242
H -1.7140 3.6638 1.3340
H -2.1009 3.5108 -0.3998
H 0.2782 -0.8912 -2.3015
H -1.0529 -0.3515 -1.2635
H -1.3318 -0.9367 -3.9637
H -3.5064 -0.0430 -3.8384
H -3.1539 -0.1240 -2.1072
H -2.5066 1.9828 -5.3054
H -1.5187 3.2250 -4.5304
H 0.1437 1.5598 -6.1646
H 0.5140 -0.0295 -5.4939
H -1.0760 0.2845 -6.1999
H 0.3798 2.8200 -3.3211
H 1.3243 1.3906 -3.7627
H 1.4801 2.6224 1.2583
H 0.0819 2.4664 2.3530
H 2.9996 -1.4981 2.1995
H 0.1403 -1.5310 3.1366
H 0.9105 -2.6099 1.9598
H 0.2088 -4.3631 5.5193
H -0.5948 -4.2608 3.8871
H 1.5778 -4.8874 2.7793
H 2.3836 -4.9894 4.4142
H 1.4202 -1.6256 5.6356
H 2.6882 -2.8713 5.7176
H -0.2759 -0.7885 0.9744
H 1.1798 -0.3805 0.0282
```

* HOMO: -8.6447 eV
* SMILES string: CSC1(C(=O)N2C[C@H]3CSC[C@@]3(C)C2)CN(C(=O)[C@@H]2CC3(CC3)CO2)C1
* orbital gap: 9.0 eV

Here are the natural (NBO) charges for atoms 1 to 6, given in e: -0.746, 0.224, -0.263, 0.690, -0.630, -0.441

***

Winner for stability: a

***

--- a ---
Below is a 2-piece molecular cluster, C3H7NO overall, with properties calculated with ωB97M-V/def2-TZVPD.

Structure (XYZ):
```
12
Properties=species:S:1:pos:R:3
C 2.2379 -1.8061 -0.0246
N 1.8368 -1.2085 1.0032
H 3.3032 -1.8376 -0.2392
H 1.5789 -2.2508 -0.7739
H 0.8501 -1.2707 1.2341
O -1.1985 0.6825 0.9668
C -1.7126 1.2437 -0.0825
C -1.0717 1.0428 -1.4232
H -2.5540 1.9284 0.0422
H -1.2656 1.8125 -2.1809
H -1.2236 0.0367 -1.8385
H 0.0554 1.1033 -1.3710
```

* ⟨S²⟩: 0.754
* HOMO (spin up / spin down): 0.5999 / -2.8089 eV
* orbital gap (spin up / spin down): 3.4 / 6.8 eV
* net charge: -1
* multiplicity: 2

Here are the natural (NBO) charges for atoms 1 to 6, given in e: -0.070, -0.584, 0.134, 0.134, 0.374, -0.828

***

--- b ---
Below is a 2-piece molecular cluster, C3H7NO overall, with properties calculated with ωB97M-V/def2-TZVPD.

Structure (XYZ):
```
12
Properties=species:S:1:pos:R:3
C -1.3444 -0.9062 0.2839
C -0.8272 -1.9185 1.0538
C -1.0500 1.3541 -0.1024
N -1.2456 0.3926 0.7899
H -1.6511 -1.0032 -0.7656
H 0.1201 -2.0289 1.5742
H -1.2584 -2.9231 0.9106
H -1.0336 1.0812 -1.1703
H -1.2516 2.4037 0.1220
H 2.5092 0.4778 -1.2401
H 3.3066 1.7111 -1.0879
O 3.4057 0.8186 -1.4018
```

* ⟨S²⟩: 0.775
* HOMO (spin up / spin down): -0.4699 / -2.7472 eV
* orbital gap (spin up / spin down): 4.5 / 6.6 eV
* net charge: -1
* multiplicity: 2

Here are the natural (NBO) charges for atoms 1 to 6, given in e: -0.096, -0.649, -0.382, -0.517, 0.123, 0.171

***

--- c ---
Below is an isolated ion of composition C3H7NO and charge -1, with properties calculated with ωB97M-V/def2-TZVPD.

Structure (XYZ):
```
12
Properties=species:S:1:pos:R:3
C -2.0040 -0.3900 0.9966
N -1.2062 -0.0824 -0.2308
C 0.0947 0.4741 0.1399
C 1.2048 0.0592 -0.7700
O 2.4316 0.0161 -0.4021
H -1.3040 -0.8442 1.7169
H -2.5436 0.4373 1.4406
H -2.6830 -1.1892 0.6920
H -1.1879 -1.0095 -0.6455
H 0.4596 0.3714 1.1711
H -0.0130 1.5807 -0.0272
H 0.9898 0.0832 -1.8596
```

* ⟨S²⟩: 0.753
* HOMO (spin up / spin down): 0.5332 / -3.1413 eV
* orbital gap (spin up / spin down): 3.7 / 7.3 eV
* net charge: -1
* multiplicity: 2

Here are the natural (NBO) charges for atoms 1 to 6, given in e: -0.430, -0.655, -0.345, 0.017, -0.777, 0.162

***

Winner for stability: c

***

--- a ---
Below is an isolated ion of composition C3H4NO and charge +1, with properties calculated with ωB97M-V/def2-TZVPD.

Structure (XYZ):
```
9
Properties=species:S:1:pos:R:3
C 0.3921 -0.8894 -0.3864
C -0.6966 0.1430 1.1963
C 0.4201 0.5264 -0.6711
N -0.3765 1.0975 0.4759
O -0.2101 -1.1280 0.7117
H 0.8555 -1.7553 -0.8556
H -1.3365 0.0341 2.0923
H 1.2543 1.1130 -1.1889
H -0.3022 0.8588 -1.3741
```

* HOMO: -17.2913 eV
* orbital gap: 10.6 eV
* net charge: +1

Here are the natural (NBO) charges for atoms 1 to 6, given in e: 0.482, 0.331, -0.459, -0.290, -0.320, 0.266

***

--- b ---
Below is an isolated ion of composition C3H4NO and charge +1, with properties calculated with ωB97M-V/def2-TZVPD.

Structure (XYZ):
```
9
Properties=species:S:1:pos:R:3
C -0.5063 -0.8449 -0.8638
C -1.3751 -1.3329 0.0777
C 0.3240 0.6358 0.7387
N 0.4250 0.0466 -0.5322
O -0.6785 0.0225 1.4756
H -0.5669 -1.3344 -1.7611
H 0.9940 0.5695 1.5722
H 0.3079 1.7901 0.5692
H 1.0759 0.4476 -1.2763
```

* HOMO (spin up / spin down): -16.2970 / -16.3106 eV
* orbital gap (spin up / spin down): 7.4 / 7.5 eV
* net charge: +1

Here are the natural (NBO) charges for atoms 1 to 6, given in e: -0.200, 0.511, -0.022, -0.323, -0.413, 0.288

***

--- c ---
Below is C3H4NO as an isolated structure, with properties calculated with ωB97M-V/def2-TZVPD.

Structure (XYZ):
```
9
Properties=species:S:1:pos:R:3
C -1.2687 -0.0231 -0.0167
C 0.2795 0.7661 0.0612
C 0.6119 -0.6949 -0.0354
N -2.1457 0.7740 -0.0092
O -0.7524 -1.1796 0.0948
H 0.3080 1.1835 0.9938
H 0.6360 1.5686 -0.7520
H 1.0082 -1.1469 -1.0980
H 1.3231 -1.2477 0.7615
```

* HOMO: -17.2730 eV
* orbital gap: 8.4 eV
* net charge: +1

Here are the natural (NBO) charges for atoms 1 to 6, given in e: 0.439, -0.151, -0.147, 0.086, -0.348, 0.251

***

Winner for stability: a

***

--- a ---
Below is an isolated ion of composition C3H4NO and charge +1, with properties calculated with ωB97M-V/def2-TZVPD.

Structure (XYZ):
```
9
Properties=species:S:1:pos:R:3
C -0.3093 -1.2048 -0.0076
C -1.5793 -0.4477 -0.0068
C 0.2167 0.9668 -0.0284
N 0.6672 -0.3645 0.1439
O -1.1465 0.8897 0.0820
H -0.3074 -2.2213 -0.0022
H 0.5451 1.7118 0.5898
H 0.3308 1.4265 -1.0139
H 1.5828 -0.7565 0.2433
```

* HOMO (spin up / spin down): -15.0441 / -15.0454 eV
* orbital gap (spin up / spin down): 7.4 / 7.4 eV
* net charge: +1

Here are the natural (NBO) charges for atoms 1 to 6, given in e: 0.132, 0.297, 0.033, -0.364, -0.366, 0.258

***

--- b ---
Below is an isolated ion of composition C3H4NO and charge +1, with properties calculated with ωB97M-V/def2-TZVPD.

Structure (XYZ):
```
9
Properties=species:S:1:pos:R:3
C 3.0419 0.9058 -0.8685
C -0.0738 0.3492 0.2757
C 0.6525 -0.8460 0.5558
N 2.6275 -0.0494 -0.3823
O 1.9363 -1.0939 0.2327
H -1.1216 0.3591 0.7484
H -0.0113 0.6651 -0.7871
H 0.3204 -1.7454 0.9945
H 0.5527 1.0494 0.8618
```

* HOMO: -16.8772 eV
* orbital gap: 9.3 eV
* net charge: +1

Here are the natural (NBO) charges for atoms 1 to 6, given in e: 0.436, -0.789, 0.586, -0.317, -0.161, 0.321

***

Winner for stability: a

***

--- a ---
Below is a 2-piece molecular cluster, C2H5NOS2 overall, with properties calculated with ωB97M-V/def2-TZVPD.

Structure (XYZ):
```
11
Properties=species:S:1:pos:R:3
C -0.0030 -0.5164 -0.0809
C 2.6575 -0.2915 -0.0175
N -2.5751 1.3711 0.0394
O -3.0883 0.1052 0.0463
S -1.2482 -1.4433 0.0800
S 1.0754 0.6535 -0.3186
H 2.6081 -1.2406 -0.5388
H 2.7583 -0.4515 1.0498
H 3.4741 0.3146 -0.3909
H -2.3101 1.5597 1.0070
H -3.3487 -0.0607 -0.8757
```

* HOMO (spin up / spin down): -8.8007 / -6.4960 eV
* orbital gap (spin up / spin down): 8.9 / 6.7 eV

Here are the natural (NBO) charges for atoms 1 to 6, given in e: -0.587, -0.736, -0.310, -0.507, 0.248, 0.443

***

--- b ---
Below is C2H5NOS2 as an isolated structure, with properties calculated with ωB97M-V/def2-TZVPD.

Structure (XYZ):
```
11
Properties=species:S:1:pos:R:3
C -0.4524 -1.2011 -2.2180
C -0.4875 -0.0337 -0.0650
H -0.5709 -2.8820 -2.2701
H 0.7787 -0.7072 -3.1983
H -1.7075 -0.5349 -2.3305
H 0.0163 0.8188 1.7362
H 2.3817 -1.0055 0.5566
N 0.3154 -0.0573 1.2381
O 0.1510 -0.7077 -0.9192
S -2.0190 0.5682 -0.1058
S 2.1018 0.5432 1.2240
```

* HOMO: -8.9297 eV
* orbital gap: 8.4 eV

Here are the natural (NBO) charges for atoms 1 to 6, given in e: -0.368, 0.389, 0.242, 0.237, 0.288, 0.376

***

Winner for stability: a